No. 1
{"formula": "C5H8O2", "method": "ωB97M-V/def2-TZVPD", "de_lowest_kj_mol": 108.84, "total_energy_ha": -345.76350, "orbital_gap_ev": 9.56, "species": ["C", "C", "O", "C", "C", "C", "O", "H", "H", "H", "H", "H", "H", "H", "H"], "xyz": [[-1.67550, -0.37677, 0.23174], [-0.76309, 0.80957, 0.33349], [-1.49402, 1.95940, 0.40810], [0.57555, 0.80572, 0.33701], [1.48338, -0.40086, 0.21184], [1.27373, -1.12201, -1.10438], [2.01577, -1.04264, -2.05200], [-2.53460, -0.23647, 0.89428], [-2.06167, -0.47505, -0.78939], [-1.16830, -1.30572, 0.50405], [-0.89051, 2.71448, 0.42935], [1.07935, 1.76891, 0.39986], [2.52681, -0.07538, 0.23879], [1.33110, -1.11259, 1.03464], [0.35371, -1.74160, -1.16143]], "atomic_forces_ev_per_a": [[0.028, -0.038, 0.051], [0.258, -0.291, -0.041], [0.093, 0.189, 0.005], [-0.241, 0.077, -0.020], [0.085, -0.055, -0.004], [0.149, 0.054, -0.198], [-0.239, -0.034, 0.375], [0.135, -0.002, -0.063], [0.063, 0.028, 0.147], [-0.047, 0.150, -0.040], [-0.116, -0.084, -0.005], [-0.052, -0.093, -0.040], [-0.153, -0.033, 0.029], [-0.048, 0.066, -0.107], [0.084, 0.066, -0.089]]}

No. 2
{"formula": "C5H8O2", "method": "ωB97M-V/def2-TZVPD", "de_lowest_kj_mol": 315.54, "total_energy_ha": -345.68478, "orbital_gap_ev": 11.05, "species": ["O", "C", "C", "C", "C", "O", "C", "H", "H", "H", "H", "H", "H", "H", "H"], "xyz": [[1.25206, 1.63130, -1.32583], [0.87936, 1.11107, 0.00639], [1.09008, -0.39754, -0.19777], [-0.38760, -0.64711, 0.12235], [-1.12646, -1.73828, 0.77236], [-1.21545, -1.50708, -0.62869], [-0.63302, 0.86335, 0.26831], [0.49142, 1.79782, -1.90479], [1.45937, 1.70259, 0.71808], [1.24927, -0.09868, -1.25652], [1.88478, -0.98936, 0.27790], [-0.61904, -2.65811, 1.06268], [-2.04498, -1.53211, 1.33402], [-1.27958, 1.29049, -0.50465], [-1.00022, 1.17166, 1.25617]], "atomic_forces_ev_per_a": [[-0.486, 1.429, 0.646], [0.112, 0.558, -0.574], [0.003, -0.025, 0.106], [0.202, 0.292, -0.025], [0.142, -0.048, 0.250], [-0.126, 0.060, -0.266], [0.016, 0.199, -0.190], [0.063, -0.036, 0.570], [-0.253, -0.221, 0.012], [0.096, -2.665, 0.087], [-0.274, 0.314, -0.226], [0.014, 0.146, -0.088], [0.327, 0.086, -0.143], [-0.016, -0.056, 0.111], [0.180, -0.033, -0.270]]}

No. 3
{"formula": "C5H8O2", "method": "ωB97M-V/def2-TZVPD", "de_lowest_kj_mol": 240.26, "total_energy_ha": -345.71345, "orbital_gap_ev": 10.08, "species": ["O", "C", "C", "C", "C", "C", "O", "H", "H", "H", "H", "H", "H", "H", "H"], "xyz": [[-0.65925, 1.41937, 2.21152], [0.25097, 1.18411, 1.14641], [-0.30375, -0.06917, 0.48370], [-0.45193, -0.20715, -0.98720], [-0.71713, -1.36085, -1.59325], [1.81870, -1.40240, -0.77884], [2.58287, -0.96608, -1.50247], [-0.36687, 2.17330, 2.73390], [1.28103, 1.08276, 1.54063], [0.27047, 2.02359, 0.42973], [-0.06804, -0.97476, 1.05104], [-1.40276, 0.03739, 0.44322], [-0.56129, 0.75281, -1.49075], [-0.95884, -1.38888, -2.64544], [-0.71418, -2.30405, -1.04221]], "atomic_forces_ev_per_a": [[0.025, 0.386, 0.296], [0.073, -0.065, -0.394], [-1.093, 0.075, 0.003], [0.451, -0.171, -0.604], [-0.115, 0.165, -0.157], [1.892, -0.002, -0.552], [-0.857, -0.368, 0.682], [0.055, -0.037, -0.035], [-0.382, -0.249, -0.267], [-0.127, -0.140, 0.157], [-0.047, 0.106, -0.394], [-0.112, 0.287, 1.804], [0.212, -0.209, -0.293], [-0.111, -0.050, -0.031], [0.135, 0.271, -0.215]]}

No. 4
{"formula": "C5H8O2", "method": "ωB97M-V/def2-TZVPD", "de_lowest_kj_mol": 518.92, "total_energy_ha": -345.60731, "orbital_gap_ev": 10.12, "species": ["C", "O", "C", "O", "C", "C", "C", "H", "H", "H", "H", "H", "H", "H", "H"], "xyz": [[-2.01887, -0.85390, -0.24026], [-1.01068, -0.57614, 0.61717], [0.53399, -0.34019, -0.07951], [0.48997, 0.92163, -0.57310], [0.52812, 2.02051, 0.30597], [1.34950, -1.45358, -0.52470], [1.72295, -0.91241, 0.60570], [-2.95314, -1.20660, 0.24742], [-1.93265, -1.78625, -1.00306], [-2.23719, 0.06727, -0.96749], [1.45916, 2.30044, 0.63594], [-0.23782, 1.78868, 1.06106], [0.30131, 2.96414, -0.18366], [1.54621, -2.22564, -1.23999], [2.45915, -0.70795, 1.33850]], "atomic_forces_ev_per_a": [[-1.583, -0.434, -4.265], [3.849, -0.262, 0.154], [-1.914, 0.093, 2.347], [0.376, -0.103, -2.100], [-2.817, -0.446, 0.057], [-0.380, 0.081, 0.247], [-1.560, 0.709, -0.912], [0.552, 0.885, 0.369], [0.733, 1.703, 1.407], [0.086, -1.749, 1.437], [2.647, -0.451, 1.485], [0.578, 0.616, 0.273], [-0.910, -0.355, -0.779], [0.006, 0.016, -0.339], [0.338, -0.301, 0.619]]}

Number 1: highest occupied orbital energy -8.810 eV. Number 2: highest occupied orbital energy -10.140 eV. Number 3: highest occupied orbital energy -9.168 eV. Number 4: highest occupied orbital energy -9.143 eV.